[1]
{
  "formula": "C29H53BO2P2Zr",
  "method": "wB97M-V/def2-TZVPD",
  "orbital_gap_ev": 7.665,
  "total_charge": 2,
  "e_above_lowest_kj_mol": 0.0,
  "lumo_ev": -6.0,
  "fmax_ha_per_bohr": 0.0615,
  "elements": ["Zr", "C", "C", "C", "C", "C", "C", "H", "H", "H", "C", "H", "H", "H", "C", "H", "H", "H", "C", "H", "H", "H", "C", "H", "H", "H", "C", "C", "C", "C", "C", "C", "C", "C", "H", "H", "H", "H", "H", "H", "H", "H", "H", "H", "H", "H", "P", "C", "C", "P", "C", "C", "C", "H", "H", "H", "H", "H", "H", "H", "H", "H", "H", "H", "H", "H", "H", "C", "C", "C", "O", "B", "O", "C", "C", "C", "H", "H", "H", "H", "H", "H", "H", "H", "H", "H", "H", "H"],
  "positions_angstrom": [[-1.155, 0.065, -0.720], [-1.960, -0.642, 1.723], [-2.622, 0.579, 1.348], [-3.240, -1.088, -0.166], [-2.358, -1.663, 0.805], [-3.405, 0.310, 0.164], [-1.116, -0.931, 2.929], [-0.975, -0.038, 3.557], [-0.119, -1.313, 2.639], [-1.579, -1.718, 3.550], [-2.009, -3.096, 0.991], [-2.160, -3.401, 2.039], [-0.945, -3.261, 0.754], [-2.623, -3.740, 0.352], [-3.942, -1.828, -1.260], [-4.554, -2.641, -0.835], [-3.233, -2.287, -1.969], [-4.607, -1.159, -1.827], [-4.419, 1.223, -0.453], [-5.382, 0.698, -0.583], [-4.109, 1.586, -1.448], [-4.598, 2.101, 0.187], [-2.679, 1.863, 2.098], [-3.689, 2.013, 2.508], [-2.496, 2.723, 1.442], [-1.952, 1.901, 2.916], [2.749, -0.153, 2.510], [2.749, 0.529, 3.668], [2.450, 2.009, 3.796], [2.888, 2.952, 2.638], [1.845, 3.430, 1.561], [0.610, 2.544, 1.386], [0.825, 1.045, 1.611], [2.195, 0.457, 1.256], [2.961, 2.350, 4.721], [3.797, 2.574, 2.157], [1.377, 2.177, 3.998], [2.849, 1.225, 0.827], [3.293, -1.100, 2.412], [2.952, 0.049, 4.626], [2.081, -0.299, 0.460], [0.594, 0.851, 2.662], [-0.250, 2.925, 1.946], [0.093, 0.344, 1.103], [3.219, 3.891, 3.115], [1.560, 4.464, 1.829], [2.195, 3.537, -0.266], [3.897, 3.038, -0.549], [2.135, 5.289, -0.724], [-0.333, 2.319, -0.377], [1.119, 2.691, -1.453], [-1.512, 3.706, -0.545], [-1.313, 1.260, -2.567], [3.941, 2.454, -1.477], [4.342, 2.486, 0.281], [4.464, 3.966, -0.692], [2.885, 5.400, -1.522], [2.426, 5.899, 0.144], [1.150, 5.597, -1.107], [-0.461, 1.610, -3.161], [-2.176, 1.892, -2.759], [-1.497, 0.193, -2.808], [1.616, 1.770, -1.828], [0.876, 3.330, -2.334], [-2.486, 3.343, -0.915], [-1.143, 4.478, -1.234], [-1.651, 4.136, 0.453], [1.248, -4.852, -0.476], [1.095, -3.731, -1.482], [2.433, -3.540, -2.186], [0.802, -2.551, -0.751], [-0.139, -1.892, -1.530], [-0.546, -2.546, -2.695], [-0.086, -3.872, -2.515], [0.279, -4.430, -3.875], [-1.226, -4.768, -2.017], [1.551, -5.777, -0.981], [0.330, -5.052, 0.093], [2.045, -4.591, 0.233], [3.182, -3.260, -1.437], [2.744, -4.489, -2.636], [2.387, -2.765, -2.960], [0.669, -5.446, -3.742], [-0.628, -4.501, -4.491], [1.016, -3.808, -4.392], [-1.600, -4.499, -1.018], [-2.063, -4.727, -2.737], [-0.878, -5.812, -1.985]]
}

[2]
{
  "formula": "C29H53CoN10O4",
  "method": "wB97M-V/def2-TZVPD",
  "orbital_gap_ev": [6.076, 6.074],
  "total_charge": 2,
  "lumo_ev": [-6.2, -6.2],
  "fmax_ha_per_bohr": 0.0142,
  "elements": ["Co", "C", "N", "C", "C", "N", "C", "C", "N", "C", "C", "N", "C", "N", "C", "C", "N", "C", "C", "C", "C", "N", "C", "N", "C", "C", "N", "C", "C", "N", "C", "C", "H", "H", "H", "H", "H", "H", "H", "H", "H", "H", "H", "H", "H", "H", "H", "H", "H", "H", "H", "H", "H", "H", "H", "H", "H", "H", "H", "H", "H", "H", "H", "H", "H", "H", "H", "H", "H", "H", "H", "H", "H", "H", "H", "H", "H", "H", "H", "H", "O", "C", "O", "C", "C", "C", "C", "O", "C", "O", "C", "C", "H", "H", "H", "H", "H"],
  "positions_angstrom": [[0.720, -0.631, -0.017], [-1.872, 0.289, -1.426], [-1.515, -0.572, -2.534], [-2.034, -0.101, -3.815], [-0.725, -1.665, -2.427], [0.080, -1.849, -1.396], [0.648, -3.165, -1.106], [2.143, -2.948, -0.923], [2.388, -1.667, -0.182], [3.381, -0.825, -0.897], [2.635, -0.144, -2.020], [1.585, 0.613, -1.336], [1.341, 1.847, -1.761], [1.495, 2.198, -3.066], [1.980, 3.515, -3.466], [1.301, 1.268, -4.161], [1.017, 2.823, -0.887], [0.036, 3.854, -1.204], [1.787, 2.981, 0.349], [2.734, -1.847, 1.243], [1.569, -2.514, 1.931], [0.344, -1.899, 1.414], [-0.853, -2.081, 1.919], [-1.185, -2.824, 2.992], [-0.272, -3.592, 3.853], [-2.541, -2.854, 3.550], [-1.896, -1.469, 1.185], [-2.704, -2.406, 0.408], [-2.646, -0.376, 1.808], [-0.831, -2.585, -3.438], [0.323, -3.145, -4.121], [-2.128, -3.030, -3.932], [-1.478, 1.297, -1.580], [-2.961, 0.357, -1.355], [-1.499, -0.106, -0.487], [-1.825, 0.965, -3.904], [-1.561, -0.620, -4.642], [-3.115, -0.240, -3.876], [0.213, -3.530, -0.177], [0.446, -3.916, -1.862], [2.620, -3.781, -0.404], [2.624, -2.854, -1.894], [3.732, -0.068, -0.197], [4.237, -1.418, -1.228], [3.306, 0.489, -2.602], [2.215, -0.891, -2.698], [2.187, 4.121, -2.590], [2.901, 3.400, -4.039], [1.248, 4.031, -4.091], [0.831, 0.364, -3.790], [0.653, 1.726, -4.910], [2.244, 1.010, -4.649], [-0.310, 3.744, -2.229], [-0.819, 3.770, -0.531], [0.463, 4.852, -1.089], [2.840, 3.150, 0.111], [1.409, 3.854, 0.875], [1.699, 2.119, 1.003], [3.655, -2.426, 1.356], [2.891, -0.855, 1.666], [1.577, -3.585, 1.709], [1.685, -2.375, 3.001], [0.445, -4.166, 3.283], [0.232, -2.949, 4.573], [-0.880, -4.304, 4.406], [-3.229, -2.227, 3.009], [-2.912, -3.879, 3.542], [-2.501, -2.508, 4.584], [-2.057, -3.084, -0.149], [-3.390, -3.003, 1.018], [-3.302, -1.840, -0.307], [-2.181, -0.064, 2.742], [-2.670, 0.488, 1.146], [-3.681, -0.661, 2.016], [1.239, -2.686, -3.756], [0.389, -4.229, -3.996], [0.246, -2.938, -5.191], [-2.925, -2.607, -3.327], [-2.284, -2.750, -4.976], [-2.184, -4.118, -3.860], [1.108, 0.156, 3.089], [0.506, 0.945, 2.387], [0.350, 0.771, 1.077], [-0.038, 2.229, 2.903], [-0.909, 3.007, 2.150], [-1.425, 4.210, 2.639], [-1.014, 4.589, 3.894], [-1.358, 5.700, 4.579], [-0.666, 5.636, 5.837], [0.098, 4.426, 5.840], [-0.137, 3.818, 4.649], [0.366, 2.633, 4.190], [-1.188, 2.672, 1.161], [-2.113, 4.817, 2.068], [-1.394, 5.612, 6.647], [0.002, 6.492, 5.923], [1.043, 2.027, 4.775]]
}

[3]
{
  "formula": "C29H53N6O7",
  "method": "wB97M-V/def2-TZVPD",
  "orbital_gap_ev": 6.757,
  "total_charge": 1,
  "e_above_lowest_kj_mol": 0.0,
  "lumo_ev": -4.0,
  "fmax_ha_per_bohr": 0.0745,
  "elements": ["C", "C", "C", "C", "O", "N", "C", "N", "C", "O", "C", "C", "C", "C", "C", "C", "C", "C", "N", "C", "C", "C", "O", "C", "C", "C", "O", "C", "C", "O", "C", "N", "H", "H", "H", "H", "H", "H", "H", "H", "H", "H", "H", "H", "H", "H", "H", "H", "H", "H", "H", "H", "H", "H", "H", "H", "H", "H", "H", "H", "H", "H", "H", "H", "H", "H", "H", "H", "H", "H", "H", "C", "O", "N", "C", "C", "H", "H", "H", "H", "H", "H", "H", "C", "O", "N", "C", "C", "H", "H", "H", "H", "H", "H", "H"],
  "positions_angstrom": [[-7.730, -0.294, 6.664], [-7.056, -0.780, 5.273], [-6.145, 0.425, 4.731], [-4.937, -0.048, 3.817], [-3.785, 0.889, 3.851], [-3.156, 0.759, 2.656], [-2.180, -0.147, 2.517], [-1.864, -0.919, 3.717], [-0.980, -0.310, 4.409], [-0.217, 0.474, 4.859], [-1.557, -0.227, 1.047], [-1.352, -1.834, 0.890], [-0.014, -2.370, 1.584], [1.255, -2.425, 0.617], [-0.234, 0.585, 0.706], [0.071, 0.372, -0.873], [-0.249, 1.665, -1.759], [1.068, 2.076, -2.598], [1.846, 3.014, -1.736], [1.321, 4.408, -1.913], [3.289, 2.918, -2.020], [4.251, 2.846, -0.739], [3.696, 2.859, -3.178], [-2.843, 0.403, 0.292], [-3.348, 1.481, 1.373], [-4.809, 1.932, 0.912], [-4.704, 2.416, -0.436], [-4.779, 3.857, -0.508], [-4.706, 4.287, -2.059], [-2.547, 2.692, 1.378], [-2.908, 3.549, 2.397], [-3.373, 4.098, 3.324], [-7.639, -1.079, 7.483], [-7.253, 0.652, 7.073], [-8.838, -0.070, 6.552], [-7.923, -1.028, 4.586], [-6.474, -1.725, 5.498], [-6.834, 1.052, 4.065], [-5.747, 1.020, 5.606], [-4.524, -1.060, 4.143], [-5.328, -0.163, 2.759], [-1.411, -2.151, -0.195], [-2.220, -2.299, 1.474], [-0.190, -3.409, 1.998], [0.292, -1.712, 2.471], [1.007, -3.018, -0.314], [2.066, -2.992, 1.187], [1.703, -1.415, 0.372], [-0.310, 1.704, 0.850], [0.681, 0.249, 1.298], [-0.501, -0.495, -1.319], [1.174, 0.145, -0.996], [-0.697, 2.536, -1.192], [-1.012, 1.345, -2.554], [0.778, 2.523, -3.610], [1.651, 1.124, -2.843], [0.851, 4.712, -0.913], [2.165, 5.116, -2.199], [0.461, 4.452, -2.664], [4.532, 1.767, -0.525], [3.637, 3.199, 0.153], [5.133, 3.514, -0.969], [-2.650, 0.912, -0.706], [-3.635, -0.402, 0.110], [-5.344, 2.632, 1.623], [-5.453, 0.985, 0.856], [-5.686, 4.304, 0.021], [-3.872, 4.368, -0.025], [-3.883, 3.642, -2.518], [-4.298, 5.355, -2.061], [-5.698, 4.190, -2.590], [3.373, -5.487, -0.766], [3.038, -4.720, 0.121], [3.870, -5.118, -1.973], [4.248, -6.090, -2.980], [4.029, -3.705, -2.266], [3.293, -6.580, -0.647], [5.308, -5.968, -3.215], [3.653, -5.920, -3.881], [4.075, -7.107, -2.626], [4.703, -3.261, -1.529], [3.056, -3.213, -2.193], [4.437, -3.564, -3.267], [6.712, -1.634, -4.899], [5.694, -2.282, -4.733], [7.647, -1.385, -3.945], [8.837, -0.604, -4.219], [7.447, -1.917, -2.611], [6.960, -1.186, -5.874], [9.720, -1.218, -4.026], [8.850, 0.269, -3.563], [8.854, -0.271, -5.257], [7.377, -3.006, -2.666], [6.511, -1.526, -2.205], [8.275, -1.636, -1.960]]
}

[4]
{
  "formula": "C29H53NO5",
  "method": "wB97M-V/def2-TZVPD",
  "orbital_gap_ev": 10.476,
  "e_above_lowest_kj_mol": 26.3,
  "lumo_ev": 0.6,
  "fmax_ha_per_bohr": 0.0167,
  "elements": ["C", "C", "C", "C", "C", "C", "C", "C", "C", "C", "C", "H", "C", "C", "C", "H", "C", "C", "O", "O", "C", "C", "C", "C", "H", "C", "C", "H", "H", "H", "H", "H", "H", "H", "H", "H", "H", "H", "H", "H", "H", "H", "H", "O", "C", "O", "C", "N", "C", "O", "H", "H", "H", "C", "H", "C", "C", "H", "H", "H", "C", "H", "H", "H", "H", "H", "H", "H", "H", "H", "H", "H", "H", "H", "H", "H", "H", "H", "H", "H", "H", "H", "H", "H", "H", "H", "H", "H"],
  "positions_angstrom": [[-1.549, 0.743, 7.407], [-0.390, -0.243, 7.510], [0.213, -0.611, 6.154], [-0.721, -1.459, 5.291], [-0.111, -1.829, 3.937], [0.992, -2.882, 4.028], [1.590, -3.229, 2.662], [0.680, -4.115, 1.812], [1.212, -4.312, 0.391], [0.972, -3.101, -0.514], [-0.475, -3.021, -1.006], [-0.645, -3.771, -1.779], [-0.814, -1.640, -1.569], [-2.192, -1.616, -2.233], [-2.582, -0.221, -2.701], [-2.709, 0.465, -1.859], [-1.811, 0.374, -3.897], [-3.171, 0.300, -4.569], [-3.627, 0.589, -5.629], [-3.792, -0.246, -3.496], [-1.209, 1.765, -3.731], [-0.830, 2.397, -5.070], [0.347, 1.702, -5.751], [0.805, 2.459, -6.995], [1.106, 3.471, -6.714], [1.971, 1.765, -7.695], [2.426, 2.529, -8.932], [3.255, 2.018, -9.417], [1.610, 2.615, -9.648], [2.750, 3.532, -8.663], [1.668, 0.756, -7.984], [2.807, 1.673, -6.998], [-0.034, 2.545, -7.690], [1.179, 1.625, -5.046], [0.061, 0.690, -6.044], [-1.697, 2.380, -5.733], [-0.566, 3.442, -4.892], [-0.323, 1.689, -3.095], [-1.936, 2.402, -3.223], [-1.087, -0.313, -4.337], [-2.183, -2.293, -3.090], [-2.944, -1.967, -1.525], [-0.042, -1.312, -2.276], [-0.825, -0.712, -0.472], [0.011, 0.317, -0.501], [0.831, 0.526, -1.355], [-0.185, 1.229, 0.714], [-1.315, 0.822, 1.516], [-2.568, 1.044, 1.080], [-2.850, 1.664, 0.084], [-3.331, 0.620, 1.757], [-1.148, 0.153, 2.252], [-0.411, 2.221, 0.306], [1.108, 1.271, 1.529], [1.336, 0.257, 1.871], [1.050, 2.210, 2.739], [2.310, 2.022, 3.583], [2.276, 2.658, 4.465], [2.410, 0.989, 3.912], [3.193, 2.284, 3.006], [0.915, 3.668, 2.311], [-0.029, 3.843, 1.801], [1.727, 3.945, 1.643], [0.950, 4.319, 3.182], [0.179, 1.946, 3.349], [1.914, 1.580, 0.861], [-1.163, -3.222, -0.183], [1.220, -2.189, 0.031], [1.636, -3.152, -1.379], [0.735, -5.185, -0.059], [2.284, -4.514, 0.443], [-0.320, -3.682, 1.766], [0.591, -5.089, 2.299], [2.538, -3.751, 2.811], [1.813, -2.303, 2.127], [0.594, -3.788, 4.489], [1.790, -2.507, 4.671], [-0.906, -2.202, 3.287], [0.305, -0.926, 3.482], [-1.644, -0.904, 5.117], [-0.983, -2.372, 5.830], [0.469, 0.306, 5.617], [1.139, -1.163, 6.328], [-0.729, -1.152, 8.012], [0.393, 0.202, 8.127], [-1.238, 1.641, 6.876], [-2.393, 0.305, 6.881], [-1.885, 1.032, 8.399]]
}